Record 1
The following is a DFT calculation (wB97M-V/def2-TZVPD) of a 3-piece molecular cluster, C27H51NO13P4S overall in a non-equilibrium geometry.

Each line ends with the Mulliken charge.
Atoms and positions in Å:
C1 8.3493 -6.9220 1.3415  -0.51
O1 8.9933 -5.6851 0.8720  -0.26
C2 10.2693 -5.4434 1.5631  -0.47
C3 10.4375 -3.7976 1.7727  -0.73
C4 9.3811 -3.2107 2.9210  -0.44
C5 7.9970 -2.5999 2.2140  -0.39
C6 6.6144 -3.2002 2.8950  0.30
C7 6.5064 -3.7934 4.4290  -0.44
C8 5.1225 -4.4070 5.0593  -0.59
C9 3.7945 -4.4345 4.0974  0.05
C10 3.8815 -3.8596 2.5553  0.64
C11 5.2562 -3.2317 1.9200  -0.10
P1 5.3116 -2.5992 0.1188  0.23
C12 3.8410 -1.4620 -0.3182  -0.61
C13 5.5786 -3.9969 -1.1549  -0.86
C14 2.3862 -4.1056 1.9300  -0.16
O2 1.7645 -3.6283 0.8490  -0.47
N1 1.7217 -5.0751 2.9294  0.05
P2 1.9197 -6.8189 2.5481  0.60
O3 0.8157 -7.2391 1.2414  -0.53
O4 1.5158 -7.8072 3.9265  -0.53
S1 3.7277 -7.3104 1.9841  -0.32
C15 2.2533 -4.9543 4.3732  0.28
O5 1.5999 -5.1891 5.5272  -0.54
H1 8.9778 -7.5337 2.1299  0.31
H2 7.3007 -6.6029 1.7940  0.14
H3 8.1626 -7.6382 0.4234  0.22
H4 11.1416 -5.7998 0.8459  0.24
H5 10.3561 -5.9201 2.6287  0.35
H6 11.5219 -3.6605 2.2466  0.31
H7 10.3895 -3.2045 0.7579  0.33
H8 9.1675 -4.1052 3.6493  0.18
H9 9.8878 -2.3057 3.4756  0.31
H10 8.0136 -1.4214 2.1509  0.32
H11 8.0147 -3.0362 1.1033  0.20
H12 7.4959 -3.7912 5.0864  0.26
H13 4.9952 -4.8405 6.1537  0.32
H14 3.2308 -1.0628 0.6122  0.08
H15 3.0686 -2.1363 -0.9295  0.17
H16 4.1192 -0.5638 -1.0531  0.42
H17 5.8820 -4.9696 -0.5565  0.22
H18 6.5455 -3.6932 -1.7856  0.31
H19 4.6677 -4.1472 -1.8795  0.35
H20 1.3643 -7.1053 0.4078  0.37
H21 1.7324 -8.7870 3.7363  0.37
O6 -3.5197 1.0386 0.6458  -0.72
P3 -2.6620 0.1097 -0.2479  1.01
O7 -1.2100 0.7824 0.1960  -0.35
C16 -0.8491 0.8690 1.5643  -0.45
C17 -0.0026 -0.3138 1.9801  -0.82
O8 -2.8792 0.9927 -1.6435  -0.38
C18 -4.0739 1.7414 -1.8249  -0.44
C19 -3.8709 3.1830 -1.3878  -0.81
O9 -1.7036 -0.9281 -1.2465  -0.36
C20 -1.1446 -2.1181 -0.7308  0.36
C21 -2.1101 -2.9374 0.0990  -1.26
H22 -1.7277 0.9538 2.2136  0.32
H23 -0.2647 1.7890 1.6851  0.32
H24 -0.5978 -1.2304 1.9861  0.19
H25 0.4012 -0.1746 2.9877  0.50
H26 0.8316 -0.4632 1.2866  0.12
H27 -4.9108 1.2720 -1.2974  0.32
H28 -4.3226 1.7192 -2.8910  0.38
H29 -3.3886 3.2573 -0.4092  0.29
H30 -4.8259 3.7134 -1.3469  0.17
H31 -3.2148 3.7023 -2.0932  0.30
H32 -0.2368 -1.8804 -0.1752  -0.12
H33 -0.8264 -2.7171 -1.5901  0.36
H34 -2.5180 -2.3634 0.9333  0.38
H35 -1.6079 -3.8201 0.5039  0.34
H36 -2.9575 -3.2676 -0.5120  0.34
O10 -9.5463 8.6261 -2.5835  -0.71
P4 -8.6885 7.6973 -3.4773  0.98
O11 -7.2365 8.3699 -3.0333  -0.35
C22 -6.8756 8.4565 -1.6651  -0.32
C23 -6.0291 7.2738 -1.2492  -1.03
O12 -8.9058 8.5803 -4.8729  -0.37
C24 -10.1004 9.3290 -5.0542  -0.32
C25 -9.8974 10.7706 -4.6171  -1.03
O13 -7.7301 6.6594 -4.4758  -0.31
C26 -7.1712 5.4695 -3.9601  0.07
C27 -8.1366 4.6502 -3.1303  -1.17
H37 -7.7542 8.5413 -1.0157  0.30
H38 -6.2912 9.3765 -1.5442  0.31
H39 -6.6244 6.3571 -1.2433  0.20
H40 -5.6253 7.4130 -0.2416  0.47
H41 -5.1949 7.1244 -1.9428  0.27
H42 -10.9374 8.8595 -4.5268  0.32
H43 -10.3491 9.3068 -6.1204  0.35
H44 -9.4151 10.8448 -3.6386  0.27
H45 -10.8524 11.3010 -4.5762  0.34
H46 -9.2413 11.2899 -5.3225  0.29
H47 -6.2633 5.7071 -3.4045  0.06
H48 -6.8529 4.8705 -4.8195  0.35
H49 -8.5445 5.2242 -2.2960  0.36
H50 -7.6344 3.7674 -2.7254  0.33
H51 -8.9840 4.3200 -3.7413  0.35

Calculated total energy ... -3855.32615 hartree
SMILES string ... COCCCCc1ccc2c(c1P(C)C)C(=O)N(P(O)(O)=S)C2=O.CCOP(=O)(OCC)OCC.CCOP(=O)(OCC)OCC
HOMO ... -7.918 eV
Total charge ... 0
E_LUMO ... -1.874 eV
Gap between HOMO and LUMO ... 0.222 hartree

***

Record 2
The following is a DFT calculation (wB97M-V/def2-TZVPD) of an isolated ion of composition C13H17N3O2 and charge +2 in a non-equilibrium geometry.

Each line ends with the Mulliken charge.
Atoms and positions in Å:
C1 3.6122 -1.4844 0.9818  -0.72
C2 4.0627 -0.6084 -0.3697  0.37
O1 5.2213 -1.3762 -0.9362  -0.53
C3 4.6559 0.8650 0.0322  -0.58
O2 3.7575 1.9985 -0.2312  -0.28
N1 2.4602 1.6647 -0.1296  0.46
C4 1.6549 1.6861 -1.4435  -0.27
C5 0.0588 1.3213 -1.5646  -0.37
C6 -0.7695 0.9006 -0.2136  0.30
C7 -2.3501 0.4600 -0.1334  0.20
C8 -3.6339 1.3313 -0.6639  -0.39
C9 -5.1285 0.6402 -0.4815  -0.09
N2 -5.3192 -0.7423 0.1571  0.41
N3 -6.6228 -1.2567 0.2972  -0.75
C10 -4.1847 -1.6001 0.6724  -0.12
C11 -2.6483 -1.0403 0.5430  -0.43
C12 0.0939 0.9263 1.2133  -0.39
C13 1.7057 1.3242 1.1358  -0.22
H1 4.1752 -1.1287 1.9561  0.23
H2 2.4342 -1.3699 1.1149  0.13
H3 3.8058 -2.6290 0.7629  0.31
H4 3.2481 -0.6101 -1.2092  0.19
H5 4.7994 -2.1169 -1.4994  0.36
H6 5.6132 1.0367 -0.6602  0.33
H7 5.0955 0.8480 1.1419  0.26
H8 2.2079 1.9843 -2.4480  0.38
H9 -0.5073 1.3364 -2.6113  0.37
H10 -3.4519 2.3914 -1.1466  0.37
H11 -6.1139 1.1784 -0.8536  0.38
H12 -7.1095 -1.3047 -0.6297  0.32
H13 -6.5676 -2.2237 0.7360  0.31
H14 -4.3385 -2.6685 1.1765  0.36
H15 -1.7255 -1.6929 0.9230  0.35
H16 -0.4689 0.6299 2.2080  0.40
H17 2.2778 1.3298 2.1731  0.35

Calculated total energy ... -819.05938 hartree
HOMO ... -15.342 eV
Total charge ... +2
E_LUMO ... -8.415 eV
Gap between HOMO and LUMO ... 0.255 hartree

***

Record 3
The following is a DFT calculation (wB97M-V/def2-TZVPD) of C4H4LaLiO5 as an isolated structure in a non-equilibrium geometry.

Each line ends with the Mulliken charge.
Atoms and positions in Å:
O1 1.4055 -0.0057 -0.0084  -0.33
C1 1.0729 0.6088 1.0989  0.84
C2 0.6431 0.6300 -1.1715  -0.26
O2 1.2345 0.1467 2.2159  -0.78
O3 0.4292 1.7415 0.8882  -0.30
C3 0.0979 1.8955 -0.4990  -0.28
H1 -0.0980 0.1503 -1.8168  0.24
H2 1.4594 0.8022 -1.8805  0.34
H3 -0.9932 1.9647 -0.5669  0.27
H4 0.5609 2.8132 -0.8735  0.29
O4 -2.3169 -1.7087 -0.5038  -0.60
C4 -1.5120 -1.1969 0.3566  0.38
O5 -0.6881 -2.1076 0.8735  -0.75
Li1 0.4558 -1.6215 2.2547  0.91
La1 -1.7510 -4.1124 -0.3675  2.03

Calculated total energy ... -569.50713 hartree
Energy above the lowest of the compared OMol25 structures with the same formula, charge and spin ... 291.4 kJ/mol
HOMO (alpha / beta) ... -15.437 / -15.253 eV
Total charge ... +2
E_LUMO (alpha / beta) ... -10.223 / -10.268 eV
Gap between HOMO and LUMO (alpha / beta) ... 0.192 / 0.183 hartree

***

Record 4
The following is a DFT calculation (wB97M-V/def2-TZVPD) of a 2-piece molecular cluster, C6H13O2P overall in a non-equilibrium geometry.

Each line ends with the Mulliken charge.
Atoms and positions in Å:
C1 -0.8130 1.2924 -1.2959  -1.43
C2 -1.4205 -1.0367 -1.3646  -1.79
C3 0.8815 -1.5873 0.7088  -1.25
C4 -0.4455 0.2035 1.8221  -1.34
C5 -0.3104 -0.1067 -0.8722  0.77
C6 0.0989 -0.3433 0.5546  0.98
O1 3.5278 2.5333 0.7375  -0.56
O2 1.8489 0.8351 0.1221  -0.33
P1 2.1860 1.9501 1.1065  0.17
H1 -1.5867 1.1801 -2.0729  0.41
H2 0.0873 1.8249 -1.5856  0.33
H3 -1.1789 1.7013 -0.4184  0.30
H4 -2.3630 -0.7845 -1.0657  0.44
H5 -1.3404 -2.0575 -1.0563  0.45
H6 -1.3067 -1.0000 -2.4390  0.45
H7 0.6822 -1.9416 1.7298  0.35
H8 1.9722 -1.3231 0.5632  0.31
H9 0.5171 -2.3298 -0.1305  0.32
H10 0.3386 0.6244 2.5653  0.36
H11 -0.9719 -0.4708 2.3376  0.46
H12 -1.0205 1.1307 1.5813  0.34
H13 0.6170 -0.2948 -1.5275  0.25

Calculated total energy ... -728.18487 hartree
Energy above the lowest of the compared OMol25 structures with the same formula, charge and spin ... 212.6 kJ/mol
HOMO ... -8.875 eV
Total charge ... 0
E_LUMO ... -0.831 eV
Gap between HOMO and LUMO ... 0.296 hartree